Entry from the OMol25 dataset: a single C3H3NO2 molecule at a distorted geometry (ωB97M-V/def2-TZVPD).

Electronic energy   -8742.7649 eV
LUMO level   0.018 Eh
Energy relative to the best compared isomer or geometry (same formula, charge and spin)   2.366 eV
Frontier orbital gap   0.4243 Eh

ORCA input file:
```
! wB97M-V def2-TZVPD RIJCOSX def2/J DEFGRID3
* xyz 0 1
C -0.181 -0.733 1.356
C -0.778 0.516 -0.638
C 0.420 0.180 0.229
N -0.483 -1.399 2.204
O -0.714 0.174 -1.765
O 1.499 -0.249 -0.512
H -1.767 1.064 -0.275
H 0.660 1.015 0.780
H 1.344 -0.569 -1.380
*
```


Entry from the OMol25 dataset: a 5-piece molecular cluster, C40H86B2IN4O5S overall (ωB97M-V/def2-TZVPD).

Electronic energy   -79365.4271 eV
LUMO level   0.071 Eh
Frontier orbital gap   0.2418 Eh

ORCA input file:
```
! wB97M-V def2-TZVPD RIJCOSX def2/J DEFGRID3
* xyz -1 1
C -2.399 -4.240 4.691
C -2.804 -2.869 4.156
C -2.137 -2.492 2.836
I -2.614 -0.408 2.487
C -2.345 -3.447 1.650
C -3.606 -4.337 1.659
O -4.797 -3.748 2.255
C -5.972 -4.309 1.874
C -7.057 -3.461 1.639
C -8.279 -3.984 1.235
C -8.432 -5.357 1.056
C -7.356 -6.201 1.310
C -6.129 -5.688 1.724
O -1.306 -4.412 1.870
B -1.064 -5.152 0.578
O -1.772 -4.265 -0.410
C -1.945 -2.988 0.220
C -2.907 -2.227 -0.763
C -4.304 -1.750 -0.392
C -5.254 -1.811 -1.582
S -4.900 -0.622 -2.901
B -0.497 -2.313 0.110
O 0.054 -2.283 -1.147
O 0.234 -1.776 1.130
C 1.354 -0.976 0.779
H -2.955 -5.048 4.231
H -1.336 -4.413 4.557
H -2.608 -4.271 5.760
H -2.493 -2.119 4.883
H -3.882 -2.779 4.085
H -1.065 -2.483 2.983
H -3.349 -5.232 2.215
H -3.830 -4.642 0.639
H -6.926 -2.399 1.781
H -9.105 -3.315 1.045
H -9.374 -5.775 0.736
H -7.453 -7.268 1.177
H -5.300 -6.352 1.911
H 0.126 -5.335 0.341
H -1.648 -6.273 0.601
H -2.389 -1.354 -1.161
H -3.014 -2.910 -1.607
H -4.749 -2.329 0.395
H -4.289 -0.720 -0.050
H -5.304 -2.821 -1.984
H -6.259 -1.544 -1.264
H -3.923 -1.296 -3.511
H -0.494 -2.804 -1.743
H 1.021 -0.146 0.160
H 1.794 -0.588 1.694
H 2.111 -1.566 0.268
C 3.033 2.719 3.012
C 3.999 1.817 3.764
N 4.923 1.113 2.895
C 5.633 0.036 3.558
C 6.600 0.393 4.696
C 5.709 1.951 2.011
C 6.593 3.036 2.645
H 2.490 2.161 2.248
H 2.301 3.129 3.709
H 3.538 3.563 2.538
H 3.419 1.059 4.297
H 4.511 2.414 4.537
H 6.173 -0.530 2.795
H 4.877 -0.649 3.953
H 7.522 0.841 4.327
H 6.875 -0.514 5.238
H 6.148 1.079 5.413
H 5.028 2.433 1.305
H 6.331 1.299 1.391
H 6.072 3.590 3.427
H 6.895 3.757 1.882
H 7.505 2.619 3.071
C -3.872 -9.504 -3.385
C -4.943 -8.463 -3.673
N -5.340 -7.723 -2.493
C -6.540 -6.931 -2.679
C -6.500 -5.770 -3.682
C -4.255 -7.065 -1.772
C -3.376 -6.064 -2.528
H -4.189 -10.170 -2.580
H -3.691 -10.105 -4.278
H -2.925 -9.048 -3.099
H -5.836 -8.972 -4.050
H -4.588 -7.814 -4.491
H -6.838 -6.542 -1.702
H -7.337 -7.619 -2.984
H -5.931 -4.923 -3.302
H -7.516 -5.419 -3.877
H -6.067 -6.071 -4.637
H -3.605 -7.836 -1.353
H -4.697 -6.572 -0.902
H -3.065 -6.436 -3.508
H -2.483 -5.866 -1.937
H -3.876 -5.106 -2.672
C 9.047 4.285 -2.318
C 7.764 4.464 -1.522
N 7.247 5.819 -1.565
C 6.188 6.060 -0.603
C 4.877 5.280 -0.765
C 7.031 6.360 -2.896
C 6.095 5.599 -3.845
H 9.803 5.004 -1.999
H 9.439 3.280 -2.159
H 8.888 4.405 -3.390
H 7.971 4.220 -0.476
H 7.028 3.720 -1.868
H 5.965 7.131 -0.599
H 6.588 5.843 0.393
H 4.275 5.657 -1.592
H 4.275 5.384 0.139
H 5.045 4.214 -0.919
H 8.006 6.453 -3.381
H 6.674 7.386 -2.777
H 6.291 4.526 -3.835
H 6.247 5.950 -4.868
H 5.045 5.751 -3.604
C 1.064 9.474 -2.605
C 1.456 8.239 -1.810
N 1.159 8.356 -0.394
C 1.785 7.322 0.410
C 1.352 5.868 0.191
C -0.221 8.672 -0.068
C -1.317 7.725 -0.575
H 1.514 10.370 -2.175
H 1.412 9.375 -3.634
H -0.017 9.615 -2.641
H 2.537 8.096 -1.897
H 0.990 7.356 -2.276
H 1.646 7.581 1.463
H 2.863 7.391 0.231
H 0.371 5.666 0.618
H 2.057 5.197 0.686
H 1.333 5.597 -0.865
H -0.434 9.675 -0.449
H -0.288 8.761 1.018
H -1.164 7.448 -1.618
H -2.289 8.217 -0.506
H -1.377 6.808 0.010
*
```


Entry from the OMol25 dataset: C4H6O2Rb as an isolated structure at a distorted geometry (ωB97M-V/def2-TZVPD).

Electronic energy   -8984.9541 eV
LUMO level   -0.143 Eh
Energy relative to the best compared isomer or geometry (same formula, charge and spin)   3.173 eV
Frontier orbital gap   0.3027 Eh

ORCA input file:
```
! wB97M-V def2-TZVPD RIJCOSX def2/J DEFGRID3
* xyz 1 1
O -0.699 -0.924 0.139
C 0.411 -1.516 0.141
O 1.438 -0.563 -0.148
C -0.910 0.538 0.025
C -2.395 0.761 0.071
H -0.379 1.001 0.862
H -0.454 0.857 -0.919
H -2.816 0.378 1.009
H -2.589 1.839 0.012
H -2.889 0.268 -0.777
Rb 5.991 0.481 -0.856
C 2.643 -1.027 0.062
H 2.648 -2.093 0.379
*
```


Entry from the OMol25 dataset: a single C4H5PS molecule at a distorted geometry (ωB97M-V/def2-TZVPD).

Electronic energy   -24349.1161 eV
LUMO level (spin up / spin down)   -0.089 / -0.089 Eh
Energy relative to the best compared isomer or geometry (same formula, charge and spin)   2.184 eV
Frontier orbital gap (spin up / spin down)   0.1977 / 0.1977 Eh

ORCA input file:
```
! wB97M-V def2-TZVPD RIJCOSX def2/J DEFGRID3
* xyz 0 1
C -0.651 0.645 -0.290
C 0.276 1.578 -0.584
C 0.233 -1.593 0.038
C -0.420 -0.403 0.735
P 1.852 -1.809 -0.159
S 1.764 1.744 0.223
H -1.555 0.591 -0.880
H 0.098 2.287 -1.384
H -0.495 -2.277 -0.376
H 0.253 -0.019 1.503
H -1.355 -0.743 1.175
*
```


Entry from the OMol25 dataset: an isolated ion of composition C6H14N3OS and charge +1 at a distorted geometry (ωB97M-V/def2-TZVPD).

Electronic energy   -23789.0663 eV
LUMO level   -0.261 Eh
Energy relative to the best compared isomer or geometry (same formula, charge and spin)   6.816 eV
Frontier orbital gap   0.1776 Eh

ORCA input file:
```
! wB97M-V def2-TZVPD RIJCOSX def2/J DEFGRID3
* xyz 1 1
N -3.461 -0.399 -0.823
C -2.160 -0.477 -1.255
N -1.643 0.528 -2.260
C -0.345 1.166 -1.749
O 0.597 0.076 -1.387
C -0.001 -0.607 -0.201
C 1.165 -1.437 0.598
C 2.261 -0.513 1.393
C 1.843 1.061 1.580
S 0.542 1.279 2.923
N -1.132 -1.507 -0.743
H -4.292 -0.860 -1.254
H -3.646 0.262 -0.010
H -1.525 0.129 -3.217
H 0.056 1.828 -2.656
H -0.532 1.933 -0.861
H -0.567 0.201 0.471
H 0.750 -2.248 1.361
H 1.771 -2.069 -0.213
H 3.335 -0.511 0.872
H 2.402 -1.016 2.466
H 1.531 1.595 0.564
H 2.825 1.628 1.935
H 1.012 2.066 3.988
H -0.787 -2.109 -1.522
*
```


Entry from the OMol25 dataset: a 8-piece molecular cluster, C36H78N2O12S6 overall at a distorted geometry (ωB97M-V/def2-TZVPD).

Electronic energy   -131152.8949 eV
LUMO level   0.004 Eh
Energy relative to the best compared isomer or geometry (same formula, charge and spin)   1.796 eV
Frontier orbital gap   0.2928 Eh

ORCA input file:
```
! wB97M-V def2-TZVPD RIJCOSX def2/J DEFGRID3
* xyz 0 1
C 2.539 -4.307 -2.415
C 3.617 -3.675 -1.542
N 3.922 -4.403 -0.293
C 2.827 -4.343 0.719
C 2.793 -5.429 1.780
C 5.245 -4.273 0.243
C 5.467 -2.900 0.842
H 1.575 -4.075 -1.961
H 2.680 -5.377 -2.565
H 2.506 -3.828 -3.393
H 4.554 -3.550 -2.084
H 3.256 -2.680 -1.279
H 2.788 -3.403 1.269
H 1.871 -4.451 0.208
H 1.818 -5.692 2.189
H 3.110 -6.395 1.388
H 3.546 -5.243 2.545
H 6.021 -4.399 -0.512
H 5.390 -4.952 1.084
H 4.851 -2.699 1.719
H 5.182 -2.087 0.175
H 6.465 -2.606 1.167
C 0.828 5.643 2.267
C -0.484 6.130 1.548
N -0.437 5.927 0.135
C -1.548 6.610 -0.605
C -1.336 8.090 -0.653
C -0.565 4.485 -0.163
C -0.412 4.022 -1.609
H 1.048 6.216 3.167
H 1.723 5.807 1.666
H 0.819 4.554 2.323
H -1.235 5.462 1.969
H -0.610 7.160 1.882
H -1.664 6.301 -1.644
H -2.409 6.367 0.017
H -0.999 8.573 0.264
H -0.501 8.422 -1.269
H -2.143 8.620 -1.160
H -1.462 4.033 0.260
H 0.261 3.952 0.308
H 0.435 4.546 -2.050
H -1.292 4.272 -2.202
H -0.218 2.949 -1.603
C 4.469 0.923 -0.241
C 4.806 0.566 1.200
C 5.075 1.925 1.979
S 3.648 2.953 1.601
O 4.037 4.399 1.628
O 2.450 2.578 2.310
C 3.608 2.253 -0.142
H 4.063 0.131 -0.871
H 5.398 1.242 -0.714
H 5.683 -0.070 1.081
H 3.956 0.069 1.667
H 5.967 2.435 1.613
H 5.130 1.843 3.064
H 4.163 2.966 -0.753
H 2.590 2.407 -0.500
C -3.824 -3.775 -4.608
C -3.597 -4.452 -3.245
C -3.079 -3.377 -2.353
S -1.883 -2.337 -3.353
O -0.557 -2.957 -3.262
O -2.114 -0.950 -2.996
C -2.649 -2.789 -4.973
H -4.749 -3.207 -4.706
H -3.875 -4.589 -5.331
H -2.758 -5.144 -3.308
H -4.485 -4.991 -2.915
H -2.566 -3.594 -1.416
H -3.846 -2.607 -2.278
H -1.834 -3.261 -5.521
H -3.011 -1.885 -5.462
C -4.623 -3.160 1.217
C -4.407 -4.636 1.678
C -5.543 -5.008 2.640
S -7.023 -4.091 1.935
O -7.688 -3.260 2.986
O -7.713 -5.023 1.052
C -6.074 -2.946 0.864
H -4.114 -3.100 0.255
H -4.226 -2.495 1.985
H -3.396 -4.699 2.080
H -4.556 -5.263 0.799
H -5.406 -4.500 3.594
H -5.890 -6.021 2.845
H -6.510 -1.947 0.872
H -6.183 -3.290 -0.165
C -0.033 1.369 -4.252
C -0.483 0.532 -5.484
C 0.490 -0.636 -5.696
S 2.202 -0.112 -4.996
O 3.161 0.149 -6.078
O 2.655 -1.006 -3.906
C 1.542 1.470 -4.334
H -0.315 0.830 -3.348
H -0.493 2.357 -4.280
H -0.415 1.156 -6.375
H -1.528 0.230 -5.412
H 0.635 -0.764 -6.768
H 0.267 -1.624 -5.294
H 1.757 2.261 -5.052
H 2.184 1.734 -3.494
C 0.526 0.012 -0.728
C 0.581 0.722 0.676
C -0.303 0.005 1.632
S -0.280 -1.773 1.201
O -1.650 -2.225 0.971
O 0.588 -2.408 2.195
C 0.597 -1.490 -0.421
H 1.320 0.321 -1.408
H -0.392 0.238 -1.271
H 0.334 1.777 0.560
H 1.567 0.691 1.139
H -1.353 0.288 1.557
H -0.111 0.105 2.701
H 0.276 -2.165 -1.214
H 1.632 -1.761 -0.212
C -0.328 3.497 6.111
C -1.156 2.348 6.706
C -2.624 2.438 6.174
S -2.439 3.066 4.352
O -3.234 4.264 4.075
O -2.507 1.921 3.431
C -0.655 3.538 4.580
H 0.735 3.282 6.222
H -0.441 4.454 6.620
H -1.079 2.419 7.790
H -0.850 1.402 6.257
H -3.131 3.286 6.635
H -3.340 1.619 6.235
H -0.658 4.578 4.252
H 0.057 2.970 3.981
*
```


- Among the records above, which one has the highest electronic energy?
  C3H3NO2


- Which value of electronic energy does entry 5 give?
  -23789.0663 eV